(1)
# C29H24ClEuF6N12O7PS3

C29H24ClEuF6N12O7PS3 as an isolated structure at a distorted geometry (the ωB97M-V functional and the def2-TZVPD basis, OMol25).

The total energy is -5608.95943 Eh. The calculation puts the energy above the lowest of the compared OMol25 structures with the same formula, charge and spin at 13.9 kcal per mole. Its expectation value of S² is 15.77. The net charge is -2. As for the molar mass: 1081.168 g/mol. For the frontier orbital gap (spin up / spin down), the calculation gives 0.17617 / 0.25074 Ha. As for the spin multiplicity: 8.

Last column: Löwdin spin population.
Positions of all 84 atoms, in Å:
Eu: 0.233 -1.228 -0.381  6.0569
N: 4.016 -1.283 -0.668  0.0005
C: 3.482 -1.381 0.595  0.0007
N: 4.203 -1.711 1.652  0.0001
N: 3.343 -1.655 2.683  0.0007
N: 2.177 -1.305 2.275  0.0020
N: 2.211 -1.106 0.932  -0.0067
C: 3.290 -1.144 -1.826  0.0011
N: 3.850 -1.134 -3.026  -0.0001
N: 2.829 -0.912 -3.873  0.0008
N: 1.728 -0.789 -3.224  0.0002
N: 1.970 -0.926 -1.895  -0.0093
H: 4.956 -1.622 -0.771  0.0000
F: -3.722 2.338 2.482  0.0223
C: -1.640 1.400 3.181  0.0136
F: -0.167 2.800 4.385  0.0461
F: -2.331 0.926 4.291  0.0039
S: -1.805 -0.048 2.042  0.0058
O: -1.148 0.171 0.753  0.0007
O: -3.210 -0.340 1.884  0.0024
N: -1.093 -1.198 2.890  0.0048
S: -1.262 -2.595 2.213  0.0015
O: -0.573 -3.652 2.863  -0.0003
O: -1.169 -2.505 0.761  -0.0067
C: -3.070 -3.128 2.431  0.0003
F: -3.826 -2.900 1.354  0.0001
F: -3.641 -2.575 3.500  0.0000
F: -3.065 -4.460 2.623  0.0002
Cl: -0.774 0.739 -2.267  -0.0024
C: 0.043 2.247 -2.556  0.0029
C: -0.290 2.972 -3.684  0.0016
C: 0.323 4.194 -3.914  0.0034
C: 1.261 4.673 -3.011  0.0007
C: 1.590 3.933 -1.888  0.0044
C: 0.985 2.700 -1.632  0.0020
P: 1.413 1.632 -0.205  0.0252
C: 0.480 2.352 1.189  0.1580
C: -0.651 3.140 0.846  0.0876
C: -1.813 3.358 1.530  0.1850
C: -2.348 2.664 2.723  0.0442
C: -0.176 1.604 3.537  0.0709
C: 0.721 1.688 2.392  0.2260
C: 3.148 2.185 0.053  0.0116
C: 4.068 1.898 -0.959  0.0004
C: 5.393 2.277 -0.833  0.0018
C: 5.822 2.938 0.310  -0.0008
C: 4.916 3.217 1.323  0.0013
C: 3.584 2.845 1.196  0.0008
H: -1.020 2.579 -4.380  0.0000
H: 0.064 4.768 -4.794  0.0002
H: 1.744 5.627 -3.186  -0.0001
H: 2.324 4.305 -1.186  0.0009
H: -0.571 3.678 -0.092  0.0018
H: -2.515 4.084 1.135  0.0126
H: -2.394 3.307 3.606  0.0125
H: 0.123 0.804 4.212  0.0068
H: 1.636 1.120 2.497  0.0131
H: 3.739 1.371 -1.849  0.0000
H: 6.099 2.050 -1.624  0.0002
H: 6.860 3.230 0.415  -0.0001
H: 5.248 3.728 2.220  0.0001
H: 2.877 3.070 1.984  0.0022
O: -0.547 -2.719 -1.916  -0.0093
N: -0.815 -3.958 -1.547  0.0007
C: -1.993 -4.498 -1.905  -0.0004
C: -2.340 -5.779 -1.561  0.0001
C: -1.440 -6.540 -0.810  -0.0002
C: -0.242 -5.981 -0.443  -0.0002
C: 0.100 -4.661 -0.799  -0.0007
S: 1.546 -3.917 -0.329  -0.0089
H: -2.650 -3.836 -2.450  0.0000
H: -3.304 -6.164 -1.859  0.0000
H: -1.694 -7.548 -0.506  0.0000
H: 0.477 -6.513 0.161  -0.0001
N: -4.719 0.895 -0.509  0.0006
C: -5.209 -0.374 -1.030  0.0002
C: -4.087 -1.309 -1.484  0.0000
O: -4.322 -2.304 -2.123  0.0000
O: -2.848 -0.942 -1.167  0.0003
H: -5.448 1.594 -0.500  0.0002
H: -2.884 -0.101 -0.673  0.0001
H: -4.417 0.787 0.457  0.0006
H: -5.818 -0.193 -1.916  0.0000
H: -5.825 -0.950 -0.328  0.0000

(2)
# C26H57BFNNbO11PS

C26H57BFNNbO11PS as an isolated structure at a distorted geometry (the ωB97M-V functional and the def2-TZVPD basis, OMol25).

The total energy is -2828.06629 Eh. The net charge is -2. As for the molar mass: 745.495 g/mol. For the frontier orbital gap, the calculation gives 0.12470 Ha. As for the spin multiplicity: 1.

Last column: Mulliken charge in e.
Positions of all 100 atoms, in Å:
C: -5.900 1.148 4.138  -0.5789
O: -5.338 1.315 2.815  -0.4445
C: -3.981 0.814 2.726  0.5412
C: -3.874 -0.002 1.337  -0.8273
C: -2.578 -0.949 1.243  -0.4432
C: -1.186 -0.213 1.542  -0.8517
C: -0.752 -0.174 3.091  1.0997
C: -0.733 -1.597 3.830  -0.7181
C: -0.480 -1.515 5.428  -0.3361
C: -1.683 -0.662 6.075  0.4514
Nb: -1.063 0.936 7.572  -0.4498
C: -2.303 2.436 6.296  -0.0821
C: -1.418 3.287 5.273  -0.4441
F: -2.350 4.225 4.593  -0.4278
O: -2.777 0.420 8.735  -0.7228
C: -3.958 0.643 8.029  0.6691
N: -4.961 1.079 7.495  -0.6404
P: 1.017 1.629 6.256  0.2982
S: 2.551 0.669 7.074  -0.4299
B: -0.683 2.690 9.016  0.3081
C: -0.557 4.274 8.611  -0.9831
O: -0.546 2.401 10.450  -0.4358
C: 0.107 -0.561 8.876  0.8274
O: 0.871 -0.238 9.854  -0.6332
O: -0.028 -1.939 8.600  -0.6875
H: -5.493 0.229 4.698  0.2841
H: -7.043 0.968 4.050  0.2654
H: -5.803 2.106 4.779  0.2441
H: -3.664 0.128 3.581  -0.2020
H: -3.294 1.742 2.657  0.1859
H: -3.957 0.696 0.418  0.1893
H: -4.808 -0.686 1.277  0.2641
H: -2.535 -1.321 0.144  0.1491
H: -2.784 -1.876 1.875  0.3687
H: -0.299 -0.598 0.927  0.2553
H: -1.329 0.893 1.220  0.2938
H: 0.342 0.213 3.109  0.4050
H: -1.376 0.631 3.604  -1.0505
H: 0.063 -2.237 3.279  0.2705
H: -1.731 -2.175 3.709  0.1941
H: -0.577 -2.604 5.809  0.2492
H: 0.571 -1.174 5.716  0.2172
H: -2.338 -1.418 6.663  0.3004
H: -2.406 -0.204 5.290  -0.6894
H: -2.890 3.164 6.972  0.4884
H: -3.093 1.886 5.651  0.0019
H: -0.634 3.961 5.766  0.2804
H: -0.974 2.653 4.412  0.0774
H: 0.984 1.323 4.854  -0.1285
H: 1.305 3.034 6.504  0.0027
H: -0.861 4.877 9.557  0.2276
H: -1.257 4.601 7.767  0.2557
H: 0.535 4.589 8.381  0.2798
H: 0.347 2.715 10.749  0.2571
C: -0.814 -0.617 -6.291  -0.7327
O: -0.720 0.427 -5.340  -0.2601
C: -1.657 0.312 -4.273  -0.6445
C: -0.998 0.530 -2.912  -0.0204
O: -0.075 -0.480 -2.504  -0.4518
C: 1.125 -0.615 -3.262  -0.0768
C: 2.095 0.565 -3.197  -0.5601
O: 1.562 1.721 -3.831  -0.2519
C: 1.690 2.906 -3.062  -0.8930
H: -1.591 -0.383 -7.026  0.3030
H: 0.148 -0.693 -6.806  0.0972
H: -1.019 -1.584 -5.821  0.4031
H: -2.171 -0.651 -4.284  0.3626
H: -2.412 1.098 -4.429  0.3948
H: -1.795 0.516 -2.161  0.2817
H: -0.545 1.517 -2.837  0.0175
H: 0.899 -0.887 -4.293  -0.1323
H: 1.641 -1.483 -2.837  0.4573
H: 3.015 0.300 -3.726  0.3750
H: 2.356 0.762 -2.150  0.4158
H: 1.551 2.719 -1.992  0.4047
H: 0.903 3.596 -3.380  0.2534
H: 2.661 3.369 -3.245  0.2753
C: 3.509 -0.822 -6.146  -1.2181
O: 3.446 -1.145 -7.524  -0.2479
C: 4.574 -0.696 -8.265  -0.5497
C: 5.119 -1.786 -9.185  -0.2966
O: 5.718 -2.906 -8.533  -0.4705
C: 4.869 -3.749 -7.752  -0.1717
C: 3.808 -4.533 -8.525  -0.5264
O: 2.817 -3.677 -9.080  -0.2570
C: 2.524 -3.944 -10.440  -0.8688
H: 3.138 0.194 -5.984  0.5898
H: 2.868 -1.523 -5.604  0.2410
H: 4.524 -0.922 -5.746  0.5015
H: 5.370 -0.330 -7.614  0.3551
H: 4.231 0.148 -8.884  0.3547
H: 5.919 -1.336 -9.781  0.4369
H: 4.370 -2.116 -9.905  0.0606
H: 4.429 -3.191 -6.927  -0.0378
H: 5.538 -4.481 -7.286  0.4241
H: 3.301 -5.215 -7.838  0.3830
H: 4.298 -5.138 -9.299  0.3460
H: 3.418 -4.233 -11.004  0.4110
H: 2.137 -3.024 -10.885  0.2340
H: 1.760 -4.720 -10.514  0.2933